# 1
DFT (ωB97M-V/def2-TZVPD) results for a structure of composition C42H40F2N5O3RuS at a distorted geometry.

Geometry as XYZ:
```
94
Properties=species:S:1:pos:R:3:forces:R:3:mulliken_spin:R:1
Ru 0.086316 -0.480199 -0.516676 1.23 1.03 2.02 0.90
C 3.213694 7.107364 -1.209393 0.00 -0.08 0.04 0.00
C 2.715016 5.858701 -0.525315 0.04 0.07 0.00 0.00
C 3.080761 5.575691 0.789043 0.01 0.00 -0.01 0.00
C 2.584943 4.457972 1.445782 -0.08 -0.04 -0.14 0.00
C 1.711515 3.607107 0.776123 0.03 0.33 -0.02 0.00
C 1.352780 3.859771 -0.542285 0.09 -0.03 0.11 0.00
C 1.856946 4.979329 -1.182155 -0.01 0.02 -0.10 0.00
S 0.981926 2.257638 1.658579 -0.03 0.30 -0.20 0.00
O -0.417775 2.529140 1.785253 -0.07 -0.06 -0.09 0.00
O 1.772639 2.105787 2.848634 0.10 -0.10 0.24 0.00
N 1.178656 0.970270 0.709384 0.37 -0.61 -0.49 0.01
C 2.416111 0.336069 0.720165 -0.23 0.46 0.21 -0.01
C 3.678774 0.888567 1.030554 -0.12 0.15 0.02 -0.01
C 4.794119 0.098229 0.916089 0.01 -0.01 -0.02 0.01
C 4.676887 -1.233444 0.500818 0.05 0.08 0.04 0.00
C 3.416951 -1.690761 0.219710 -0.25 -0.14 0.09 0.01
N 2.312350 -0.931042 0.332117 -0.06 -0.67 -0.33 0.04
H 4.259102 7.302113 -0.964262 -0.03 -0.01 -0.01 0.00
H 2.634723 7.975871 -0.885985 0.01 -0.02 -0.01 0.00
H 3.121625 7.031461 -2.293626 0.01 -0.01 0.05 0.00
H 3.760277 6.244454 1.308139 -0.04 -0.04 -0.02 0.00
H 2.862720 4.234146 2.468667 -0.03 0.04 -0.05 0.00
H 0.693754 3.177698 -1.063219 -0.05 0.02 0.01 0.00
H 1.576785 5.176931 -2.213692 0.02 -0.02 0.10 0.00
H 3.758809 1.919204 1.342456 0.01 -0.07 -0.01 0.00
H 5.768314 0.512892 1.144797 -0.02 0.00 0.00 0.00
H 5.536526 -1.884441 0.404467 -0.07 0.06 0.03 0.00
H 3.258092 -2.723517 -0.083825 -0.04 0.09 0.00 0.00
F -3.229456 3.706653 -0.765036 -0.26 0.21 0.15 0.00
C -2.308324 2.951979 -1.365344 0.10 0.04 -0.13 -0.01
C -1.773758 1.885763 -0.684580 0.08 -0.06 -0.02 0.00
C -0.810577 1.122041 -1.327894 -0.52 -1.16 -0.11 -0.04
C -0.444349 1.406342 -2.649225 0.44 -0.20 -0.18 -0.02
C -1.020523 2.495952 -3.277200 -0.15 0.26 -0.09 0.00
F -0.666265 2.811367 -4.542313 0.03 0.07 -0.13 0.00
C -1.949336 3.295559 -2.660634 -0.08 0.09 -0.10 0.01
C 0.555893 0.508234 -3.227691 -0.64 0.78 -0.31 -0.01
C 0.857405 0.390779 -4.583862 0.06 0.05 -0.23 0.00
C 1.765017 -0.561294 -5.001116 -0.26 0.40 -0.45 0.00
C 2.370020 -1.362589 -4.060830 0.25 -0.25 0.58 0.00
C 2.017992 -1.192688 -2.736585 0.31 -0.07 -0.05 -0.01
N 1.123166 -0.287831 -2.319016 0.18 -0.80 0.07 -0.01
H -2.094411 1.676164 0.321967 -0.04 -0.04 0.09 0.00
H -2.391121 4.141434 -3.171499 0.04 -0.05 0.07 0.00
H 0.357367 1.032180 -5.292589 0.05 -0.03 0.03 0.00
H 1.997052 -0.674262 -6.054372 -0.04 0.04 0.06 0.00
H 3.102003 -2.109484 -4.334608 -0.01 -0.01 0.05 0.00
H 2.469913 -1.786279 -1.960572 -0.06 -0.14 -0.03 0.00
C -0.381187 -1.654518 3.880686 0.12 -0.03 -0.02 0.00
C -0.829935 -0.250108 3.454713 -0.19 -0.05 0.21 0.00
C -0.669954 0.730556 4.616946 0.03 0.04 -0.04 0.00
C -2.244912 -0.327665 2.905799 0.22 0.17 0.41 -0.01
C -3.345591 -0.133784 3.733154 0.12 0.02 0.09 0.00
C -4.639772 -0.320822 3.274146 0.08 0.00 0.05 0.01
C -4.814121 -0.756304 1.975963 -0.02 -0.07 -0.23 0.00
C -3.739049 -0.975672 1.109448 -0.42 0.02 -0.23 0.02
C -4.070227 -1.651834 -0.218884 0.24 -0.08 0.11 0.00
C -3.578952 -3.105826 -0.169148 -0.02 -0.03 -0.10 0.00
C -3.594232 -0.968307 -1.498210 -0.20 0.12 -0.04 0.01
C -2.438359 -0.703159 1.567676 0.75 0.18 -0.59 -0.01
O -1.360898 -0.875187 0.764400 -0.67 -0.79 0.35 0.15
H 0.666605 -1.649789 4.212327 -0.16 0.02 -0.05 0.00
H -0.481724 -2.362515 3.053111 -0.01 0.03 0.04 0.00
H -1.000581 -2.013466 4.708574 0.04 0.00 -0.03 0.00
H -0.182773 0.064284 2.645059 0.04 0.05 -0.09 -0.01
H -1.141267 0.348911 5.528984 0.01 0.04 -0.06 0.00
H -1.105217 1.703245 4.373079 0.03 -0.09 0.02 0.00
H 0.391288 0.891013 4.827807 -0.11 -0.06 -0.02 0.00
H -3.185440 0.169118 4.763675 0.01 -0.03 -0.11 0.00
H -5.491452 -0.162997 3.926027 0.06 0.02 -0.05 0.00
H -5.819497 -0.954846 1.610453 0.11 0.01 0.01 0.00
H -5.160301 -1.672176 -0.274672 -0.06 -0.04 0.05 0.00
H -2.492036 -3.125463 -0.056483 -0.10 -0.01 0.04 0.00
H -3.851788 -3.645859 -1.086231 0.03 0.06 0.09 0.00
H -4.014242 -3.634818 0.681045 0.01 0.02 -0.03 0.00
H -2.514356 -0.990996 -1.578502 0.16 0.10 0.04 -0.01
H -3.906421 0.078828 -1.534406 0.02 -0.08 0.00 0.00
H -4.017897 -1.480087 -2.373459 0.02 0.06 0.12 0.00
N -0.916247 -4.280600 -2.268215 0.04 -0.33 0.04 0.00
C -0.842184 -2.937262 -2.183572 0.02 -0.10 -0.21 -0.01
N -0.217778 -2.544699 -1.111774 -0.32 0.51 -0.32 0.00
C 0.138359 -3.705079 -0.415099 -0.03 0.47 0.00 0.01
C 0.795721 -3.861778 0.804525 -0.03 0.06 -0.01 0.00
C 1.004528 -5.150578 1.243699 -0.02 -0.14 -0.04 0.00
C 0.569487 -6.262981 0.493804 0.12 0.06 0.19 0.00
C -0.089184 -6.114207 -0.705438 -0.09 -0.01 -0.11 0.00
C -0.297146 -4.807900 -1.142454 -0.12 -0.02 -0.22 0.00
H -1.372316 -4.794296 -3.000296 -0.03 -0.02 0.00 0.00
H -1.266417 -2.279678 -2.928413 0.05 -0.05 0.05 0.00
H 1.111272 -2.995703 1.370381 -0.02 -0.03 0.03 0.00
H 1.506292 -5.314822 2.189268 -0.03 0.00 -0.04 0.00
H 0.755271 -7.261132 0.872155 -0.02 0.07 0.01 0.00
H -0.436415 -6.972058 -1.268996 0.03 0.06 0.01 0.00
```
Forces are in eV/Å.

net charge = 0
multiplicity = 2
largest force on an atom = 0.050 Eh/bohr
highest occupied orbital energy (alpha / beta) = -7.0 / -7.0 eV

# 2
DFT (ωB97M-V/def2-TZVPD) results for a cluster of 20 separate species, H40O20 in total at a distorted geometry.

Geometry as XYZ:
```
60
Properties=species:S:1:pos:R:3:forces:R:3:nbo_charge:R:1
O -0.424548 1.562517 1.918064 -1.21 0.24 0.19 -0.98
H -0.094612 1.081663 2.691416 -0.23 0.19 0.05 0.50
H -1.335490 1.888858 2.134504 1.20 -0.64 0.06 0.48
O 2.602905 -1.092703 -3.581170 -1.99 -1.07 2.40 -0.94
H 2.459014 -1.770205 -2.833752 0.82 1.12 -1.41 0.48
H 1.631585 -0.848411 -3.620766 2.01 0.22 0.40 0.44
O -1.297318 -2.104370 -1.967244 -2.80 -0.36 -1.09 -0.96
H -2.264128 -1.854064 -2.118465 1.71 -0.96 -0.28 0.48
H -1.067474 -1.392626 -1.403249 1.38 0.86 1.28 0.48
O 1.307226 -3.740619 -2.215309 -0.24 1.67 1.35 -0.99
H 0.369330 -3.483963 -2.097316 0.49 -0.28 -0.42 0.51
H 1.413764 -4.446176 -2.818131 -0.29 -1.12 -1.00 0.48
O -3.673047 -1.546234 2.076956 -4.73 -2.19 1.42 -0.95
H -3.408077 -1.040659 1.335746 -0.09 0.69 -1.42 0.47
H -4.752728 -1.822360 1.988561 4.87 1.48 -0.01 0.48
O 2.566552 -1.474472 -0.130962 0.24 -1.42 0.01 -0.98
H 3.247761 -0.882946 -0.431857 0.38 0.16 -0.53 0.48
H 2.857702 -2.397702 -0.314007 0.07 0.97 0.11 0.50
O 0.085845 -1.146881 0.325384 -0.34 -0.39 0.61 -0.96
H 0.673569 -1.606500 0.960034 -0.51 0.71 -0.82 0.47
H -0.230479 -0.365963 0.783666 0.02 0.36 0.26 0.48
O 0.615067 -1.755255 -5.173722 -1.04 0.75 -1.28 -0.92
H 0.836987 -2.385061 -4.507862 0.42 -0.44 0.73 0.47
H 0.939803 -0.888608 -4.894584 -0.30 -0.56 -0.69 0.46
O -1.419787 1.811581 -0.887431 0.36 -0.81 0.69 -1.01
H -2.356055 1.930055 -0.658531 0.16 0.44 -0.14 0.51
H -0.937128 1.942596 -0.064668 0.07 0.17 0.16 0.49
O -0.215122 5.032506 0.037049 -0.02 -1.19 1.03 -1.00
H 0.559692 5.032207 -0.570359 -0.77 -0.62 1.14 0.48
H -0.096305 4.373367 0.835840 0.32 2.38 -2.66 0.49
O -3.574798 3.074706 -0.215435 0.03 0.95 1.03 -0.98
H -3.900590 3.143331 -1.124616 0.29 0.72 0.31 0.50
H -3.152098 3.924708 0.118298 -0.84 -1.40 -1.33 0.51
O -3.368945 0.232165 -1.717951 -0.28 -0.39 -2.85 -0.97
H -2.574442 0.013517 -1.268109 0.44 0.28 1.33 0.49
H -4.153851 0.445163 -1.258125 -0.62 -0.01 1.46 0.48
O 1.206156 2.469446 -0.356327 2.60 -0.09 -0.39 -0.98
H 0.672756 1.862772 -0.852850 -0.25 -0.36 -0.52 0.47
H 2.133937 2.149707 -0.625002 -2.01 0.71 1.03 0.50
O 0.638198 4.319671 2.499267 2.76 -1.92 -3.57 -0.99
H 0.906371 3.434945 1.931288 -1.46 2.56 3.00 0.54
H 0.041890 4.307211 3.216102 -0.98 -1.12 0.89 0.47
O -0.001105 2.555299 5.431450 -0.54 0.18 -0.55 -0.93
H 0.808736 3.048887 5.294425 0.38 0.06 0.07 0.47
H -0.608394 2.957147 4.787496 0.15 -0.30 0.47 0.45
O 0.240720 -2.801801 3.900341 -0.55 -0.10 -0.45 -0.92
H -0.657766 -3.113994 3.759267 -0.61 -0.23 1.01 0.47
H 0.388908 -2.738769 2.959589 1.10 0.26 -0.63 0.45
O -0.017883 2.033773 -3.099927 -0.31 -0.98 1.01 -0.98
H -0.464431 1.842112 -2.224444 0.13 0.14 -1.60 0.48
H -0.047944 2.981340 -3.091004 0.15 0.84 -0.24 0.46
O 2.365147 -3.885974 1.196623 3.08 -0.29 -1.07 -0.99
H 1.663373 -3.314604 0.960656 -1.54 0.09 0.58 0.49
H 2.305130 -4.494620 1.914463 -0.96 0.00 0.81 0.50
O -0.054677 -4.364828 0.600122 -0.06 0.43 1.70 -0.98
H 0.728866 -4.849405 0.348531 -0.05 -0.23 -0.75 0.50
H -0.716308 -4.310697 -0.064962 -0.49 -0.16 -1.08 0.49
O 3.258561 1.101966 0.717565 1.61 -0.55 -0.22 -0.97
H 3.157104 0.206833 1.115353 0.21 0.84 -0.42 0.50
H 4.182904 1.160439 0.350095 -1.30 -0.26 0.85 0.48
```
Forces are in eV/Å.

net charge = 0
energy relative to the best compared isomer or geometry (same formula, charge and spin) = 6.900 eV
largest force on an atom = 0.105 Eh/bohr
highest occupied orbital energy = -10.4 eV